#1
Entry from the OMol25 dataset: an isolated ion of composition C2H6NO2 and charge +1 (ωB97M-V with the def2-TZVPD basis set).

Each line ends with the Mulliken charge.
CARTESIAN COORDINATES (ANGSTROEM)
1 N 0.55 -0.97 0.91  -0.351
2 C 0.33 -0.28 -0.48  -0.522
3 C -0.63 0.78 -0.37  0.733
4 O -1.29 0.89 0.67  -0.560
5 O -0.90 1.47 -1.49  -0.394
6 H 0.59 -1.98 0.88  0.348
7 H -0.33 -0.71 1.40  0.369
8 H 1.36 -0.57 1.45  0.377
9 H 1.42 0.07 -0.66  0.304
10 H 0.07 -1.02 -1.23  0.312
11 H -1.16 2.31 -1.07  0.386

Computed properties:
Kohn-Sham gap	0.4433	hartree
charge	+1
E_LUMO	-0.1500	Eh
SMILES string	[NH3+]CC(=O)O
HOMO energy	-16.1	eV



#2
Entry from the OMol25 dataset: an isolated ion of composition C2H6NO2 and charge +1 (ωB97M-V with the def2-TZVPD basis set).

Each line ends with the Mulliken charge.
CARTESIAN COORDINATES (ANGSTROEM)
1 N 0.30 -0.02 -1.42  -0.315
2 C -0.51 0.39 -0.16  -0.469
3 C 0.24 -0.05 1.07  0.541
4 O 1.44 -0.03 1.12  -0.455
5 O -0.46 -0.72 2.01  -0.413
6 H -0.35 0.28 -2.11  0.353
7 H 0.28 -1.08 -1.37  0.382
8 H 1.20 0.34 -1.53  0.302
9 H -0.52 1.46 -0.17  0.325
10 H -1.51 -0.19 -0.30  0.360
11 H -0.10 -0.38 2.85  0.391

Computed properties:
Kohn-Sham gap	0.4209	hartree
charge	+1
E_LUMO	-0.1554	Eh
SMILES string	[NH3+]CC(=O)O
HOMO energy	-15.7	eV



Result of the stability comparison: #2 is the least stable of them.



#1
Entry from the OMol25 dataset: one molecule with the formula C3H7NOS2 (ωB97M-V with the def2-TZVPD basis set).

Each line ends with the Mulliken charge.
CARTESIAN COORDINATES (ANGSTROEM)
1 C -2.80 -1.15 -0.72  -0.651
2 O -2.11 -0.93 0.50  -0.300
3 C -1.86 0.35 0.84  -0.542
4 S -0.72 1.29 -0.27  -0.087
5 C 0.67 0.32 0.11  0.178
6 N 1.84 0.49 -0.36  -0.396
7 S 3.01 -0.66 0.10  -0.138
8 H -3.25 -2.22 -0.59  0.205
9 H -2.12 -1.21 -1.55  0.301
10 H -3.61 -0.42 -0.92  0.322
11 H -2.74 1.02 0.86  0.384
12 H -1.35 0.28 1.81  0.364
13 H 0.40 -0.52 0.80  0.201
14 H 4.00 -0.08 -0.58  0.157

Computed properties:
Kohn-Sham gap	0.3353	hartree
E_LUMO	0.0278	Eh
SMILES string	COCS/C=N/S
HOMO energy	-8.4	eV



#2
Entry from the OMol25 dataset: one molecule with the formula C3H7NOS2 (ωB97M-V with the def2-TZVPD basis set).

Each line ends with the Mulliken charge.
CARTESIAN COORDINATES (ANGSTROEM)
1 N -1.31 1.32 0.06  -0.415
2 C -1.81 0.02 -0.35  0.245
3 S -3.42 -0.38 -0.25  -0.293
4 S -0.73 -1.27 -0.54  -0.121
5 C 0.42 -0.79 0.72  -0.671
6 C 1.72 -0.44 -0.12  -0.473
7 O 1.43 0.64 -0.84  -0.505
8 H -0.45 1.64 -0.17  0.244
9 H -2.10 2.00 0.35  0.227
10 H 0.06 0.17 1.31  0.377
11 H 0.63 -1.61 1.33  0.462
12 H 2.38 -1.14 -0.68  0.272
13 H 2.33 -0.37 0.77  0.289
14 H 0.85 0.22 -1.59  0.363

Computed properties:
Kohn-Sham gap	0.3069	hartree
E_LUMO	0.0048	Eh
SMILES string	NC(=S)SCCO
HOMO energy	-8.2	eV



Result of the stability comparison: #2 is the least stable of them.



#1
Entry from the OMol25 dataset: one molecule with the formula C3H7NOS2 (ωB97M-V with the def2-TZVPD basis set).

Each line ends with the Mulliken charge.
CARTESIAN COORDINATES (ANGSTROEM)
1 C 0.09 0.93 -1.07  -0.720
2 C -0.46 1.39 0.29  -0.665
3 C 0.29 -1.10 -0.03  -0.233
4 N -0.08 -0.43 -1.28  -0.410
5 O 1.22 0.17 2.16  -0.612
6 S -0.64 -2.64 0.28  -0.226
7 S -0.07 -0.01 1.44  0.428
8 H -0.55 1.57 -1.70  0.357
9 H 1.16 1.15 -1.11  0.369
10 H 0.29 2.17 0.75  0.335
11 H -1.47 1.44 0.26  0.470
12 H 1.34 -1.20 0.00  0.425
13 H -1.03 -0.59 -1.49  0.318
14 H -0.07 -2.86 1.51  0.163

Computed properties:
Kohn-Sham gap	0.3549	hartree
E_LUMO	0.0234	Eh
HOMO energy	-9.0	eV



#2
Entry from the OMol25 dataset: one molecule with the formula C3H7NOS2 (ωB97M-V with the def2-TZVPD basis set).

Each line ends with the Mulliken charge.
CARTESIAN COORDINATES (ANGSTROEM)
1 C -0.45 -0.32 0.37  0.257
2 C -2.13 1.45 0.10  -0.605
3 C 1.64 -1.75 -0.49  -0.899
4 N 1.87 0.98 -0.07  -0.634
5 O -0.82 0.88 0.32  -0.167
6 S -1.50 -1.79 0.16  -0.330
7 S 1.45 -0.32 0.70  0.306
8 H -2.87 0.67 -0.11  0.310
9 H -1.91 2.14 -0.69  0.258
10 H -2.53 2.11 1.00  0.221
11 H 0.89 -2.41 -0.28  0.350
12 H 2.60 -2.06 -0.22  0.327
13 H 1.60 -1.17 -1.40  0.358
14 H 2.17 1.59 0.61  0.246

Computed properties:
Kohn-Sham gap	0.3122	hartree
E_LUMO	0.0035	Eh
HOMO energy	-8.4	eV



Result of the stability comparison: #2 is the least stable of them.



#1
Entry from the OMol25 dataset: one molecule with the formula C5H9NO2 (ωB97M-V with the def2-TZVPD basis set).

Each line ends with the Mulliken charge.
CARTESIAN COORDINATES (ANGSTROEM)
1 O -2.66 0.15 0.12  -0.548
2 C -1.77 -0.81 -0.16  -0.792
3 C -0.49 -0.37 0.35  0.086
4 O -0.52 0.99 -0.09  -0.471
5 C 0.87 1.44 -0.21  -0.728
6 C 1.66 0.26 0.40  0.152
7 N 2.26 -0.89 -0.30  -0.605
8 C 0.79 -0.62 -0.19  0.279
9 H -2.28 0.95 -0.38  0.389
10 H -2.01 -1.83 0.25  0.332
11 H -1.84 -1.02 -1.37  0.236
12 H -0.74 -0.56 1.45  0.206
13 H 0.86 2.34 0.41  0.362
14 H 1.19 1.50 -1.23  0.356
15 H 1.60 0.27 1.54  0.203
16 H 2.67 -1.31 0.52  0.285
17 H 0.42 -0.48 -1.12  0.255

Computed properties:
Kohn-Sham gap	0.3742	hartree
E_LUMO	0.0328	Eh
SMILES string	OC[C@@H]1OC[C@@H]2N[C@H]21
HOMO energy	-9.3	eV



#2
Entry from the OMol25 dataset: one molecule with the formula C5H9NO2 (ωB97M-V with the def2-TZVPD basis set).

Each line ends with the Mulliken charge.
CARTESIAN COORDINATES (ANGSTROEM)
1 C 0.25 -2.55 0.06  -0.629
2 C 1.38 -2.12 -0.55  -0.204
3 C 1.40 -0.74 -1.08  -0.369
4 C 1.22 0.33 0.03  -0.784
5 N 0.18 1.30 -0.27  -0.108
6 C -1.04 1.31 0.36  0.546
7 O -1.95 2.19 0.16  -0.672
8 O -1.41 0.28 1.19  -0.481
9 H 0.01 -3.56 0.33  0.287
10 H -0.46 -1.80 0.32  0.144
11 H 2.26 -2.76 -0.81  0.291
12 H 2.39 -0.57 -1.70  0.283
13 H 0.57 -0.65 -1.82  0.278
14 H 2.27 0.78 0.00  0.296
15 H 1.14 -0.33 0.89  0.558
16 H 0.34 2.08 -0.87  0.212
17 H -2.13 0.58 1.86  0.352

Computed properties:
Kohn-Sham gap	0.3738	hartree
E_LUMO	0.0259	Eh
SMILES string	C=CCCNC(=O)O
HOMO energy	-9.5	eV



Result of the stability comparison: #1 is the least stable of them.



#1
Entry from the OMol25 dataset: one molecule with the formula C5H9NO2 (ωB97M-V with the def2-TZVPD basis set).

Each line ends with the Mulliken charge.
CARTESIAN COORDINATES (ANGSTROEM)
1 C 1.80 0.11 1.20  -1.154
2 C 1.48 -0.26 -0.22  0.579
3 O 2.06 0.13 -1.20  -0.540
4 C 0.30 -1.21 -0.32  0.338
5 O 0.30 -2.40 -0.29  -0.549
6 C -1.04 -0.35 -0.38  0.464
7 C -0.98 0.80 -1.38  -1.427
8 N -1.29 0.14 0.96  -0.563
9 H 2.75 0.64 1.24  0.339
10 H 1.00 0.75 1.56  0.344
11 H 1.85 -0.77 1.83  0.331
12 H -1.80 -1.08 -0.71  0.283
13 H -0.33 1.59 -1.01  0.375
14 H -0.63 0.45 -2.34  0.359
15 H -1.98 1.22 -1.51  0.403
16 H -1.99 0.86 0.98  0.212
17 H -1.51 -0.62 1.60  0.207

Computed properties:
Kohn-Sham gap	0.3634	hartree
E_LUMO	0.0311	Eh
SMILES string	CC(=O)C(=O)[C@H](C)N
HOMO energy	-9.0	eV



#2
Entry from the OMol25 dataset: one molecule with the formula C5H9NO2 (ωB97M-V with the def2-TZVPD basis set).

Each line ends with the Mulliken charge.
CARTESIAN COORDINATES (ANGSTROEM)
1 C 0.43 -1.35 2.09  -1.335
2 C -0.09 -1.32 0.68  -0.510
3 C -0.44 0.08 0.02  0.346
4 C -0.48 1.10 1.10  -0.326
5 O 0.50 1.75 1.36  -0.515
6 N 0.53 0.43 -0.99  -0.208
7 C 0.24 0.16 -2.29  -0.013
8 O -0.73 -0.50 -2.61  -0.553
9 H 1.38 -0.85 2.17  0.357
10 H -0.15 -0.82 2.84  0.355
11 H 0.57 -2.32 2.55  0.393
12 H 0.61 -1.80 0.00  0.285
13 H -0.99 -1.92 0.62  0.294
14 H -1.41 -0.08 -0.46  0.384
15 H -1.37 1.27 1.69  0.468
16 H 1.20 1.06 -0.68  0.209
17 H 0.98 0.58 -2.97  0.367

Computed properties:
Kohn-Sham gap	0.3922	hartree
E_LUMO	0.0301	Eh
SMILES string	CC[C@@H](C=O)NC=O
HOMO energy	-9.9	eV



#3
Entry from the OMol25 dataset: one molecule with the formula C5H9NO2 (ωB97M-V with the def2-TZVPD basis set).

Each line ends with the Mulliken charge.
CARTESIAN COORDINATES (ANGSTROEM)
1 C 0.64 2.55 -0.04  -0.684
2 C 0.81 1.45 -0.74  -0.431
3 C 1.02 0.10 0.05  0.041
4 C 0.18 -0.97 -0.51  -0.450
5 C -0.37 -1.87 0.55  -1.366
6 N 2.46 -0.12 0.07  0.965
7 O 3.05 0.25 1.06  -0.608
8 O 3.06 -0.63 -0.85  -0.582
9 H 0.40 3.59 -0.38  0.266
10 H 0.56 2.48 1.04  0.225
11 H 0.84 1.37 -1.82  0.342
12 H 0.93 0.47 1.07  0.544
13 H -0.70 -0.63 -1.17  0.349
14 H 0.78 -1.70 -1.01  0.299
15 H 0.33 -2.51 1.02  0.376
16 H -0.88 -1.24 1.21  0.410
17 H -1.11 -2.65 0.07  0.303

Computed properties:
Kohn-Sham gap	0.4073	hartree
E_LUMO	0.0155	Eh
SMILES string	C=C[C@@H](CC)[N+](=O)[O-]
HOMO energy	-10.7	eV



Result of the stability comparison: #3 is the least stable of them.



#1
Entry from the OMol25 dataset: C5H9NO2 as an isolated structure (ωB97M-V with the def2-TZVPD basis set).

Each line ends with the Mulliken charge.
CARTESIAN COORDINATES (ANGSTROEM)
1 C 0.17 -0.65 1.05  -0.027
2 C -1.27 -0.25 1.09  -1.076
3 C 1.12 -0.65 -0.61  0.428
4 C 0.37 0.39 -1.20  0.617
5 N 1.03 0.13 1.84  -0.591
6 C -0.56 0.10 -2.17  -1.228
7 O 0.57 1.66 -0.71  -0.490
8 O 1.79 -1.61 -0.84  -0.498
9 H -0.11 2.22 -1.11  0.359
10 H 0.33 -1.72 1.24  0.425
11 H 1.99 -0.18 1.84  0.271
12 H 0.96 1.12 1.65  0.262
13 H -1.77 -0.55 0.17  0.265
14 H -1.37 0.83 1.18  0.292
15 H -1.77 -0.71 1.95  0.352
16 H -0.79 -0.93 -2.40  0.308
17 H -0.71 0.79 -2.98  0.329

Computed properties:
Kohn-Sham gap	0.2752	hartree
E_LUMO	0.0069	Eh
HOMO energy	-7.3	eV



#2
Entry from the OMol25 dataset: a 2-piece molecular cluster, C5H9NO2 overall (ωB97M-V with the def2-TZVPD basis set).

Each line ends with the Mulliken charge.
CARTESIAN COORDINATES (ANGSTROEM)
1 C -1.14 0.86 0.42  -0.244
2 C -0.61 -0.58 0.33  -0.623
3 C -0.11 -0.77 -1.04  0.094
4 C -0.59 -1.64 -1.89  -0.885
5 N -1.26 1.36 1.62  -0.319
6 C 2.33 0.58 0.78  0.100
7 O 1.73 1.20 -0.17  -0.684
8 O 2.91 -0.48 0.65  -0.528
9 H -1.90 1.14 -0.32  0.499
10 H -0.09 1.43 0.15  0.313
11 H -1.36 -1.31 0.65  0.436
12 H 0.20 -0.60 1.05  0.197
13 H 0.82 -0.23 -1.17  0.364
14 H -1.30 -2.37 -1.55  0.249
15 H -0.18 -1.85 -2.85  0.293
16 H -1.83 2.23 1.56  0.323
17 H 2.38 1.01 1.78  0.415

Computed properties:
Kohn-Sham gap	0.2074	hartree
E_LUMO	-0.1310	Eh
HOMO energy	-9.2	eV



#3
Entry from the OMol25 dataset: a 2-piece molecular cluster, C5H9NO2 overall (ωB97M-V with the def2-TZVPD basis set).

Each line ends with the Mulliken charge.
CARTESIAN COORDINATES (ANGSTROEM)
1 C -1.08 -0.36 -0.17  0.358
2 C -0.37 -0.24 1.18  -0.640
3 C 2.15 0.37 -0.29  -1.029
4 C -1.16 0.86 -1.06  -1.320
5 C 1.34 -0.81 0.19  0.501
6 N -2.08 -0.34 0.97  0.005
7 O -2.74 -1.39 1.17  -0.507
8 O 1.76 -1.92 0.27  -0.444
9 H -1.04 -1.34 -0.65  0.472
10 H -0.21 -1.07 1.88  0.397
11 H -0.11 0.76 1.50  0.281
12 H 1.58 1.29 -0.36  0.283
13 H 2.61 0.13 -1.25  0.315
14 H 2.93 0.54 0.45  0.317
15 H -0.31 0.92 -1.73  0.313
16 H -2.09 0.82 -1.64  0.356
17 H -1.19 1.78 -0.47  0.341

Computed properties:
Kohn-Sham gap	0.2877	hartree
E_LUMO	-0.0090	Eh
HOMO energy	-8.1	eV



Result of the stability comparison: #3 is the least stable of them.